Arrangement 1

ORCA calculation (wB97M-V/def2-TZVPD) on 2 unconnected molecules or ions with the total composition C6H16.

Properties
Highest occupied orbital energy in eV: -10.982
Kohn-Sham gap in eV: 11.99
Structure (SMILES): CC(C)C.CC

Last column: Mulliken charge in e.
Positions of all 22 atoms, in Å:
1 C -0.6269 1.1264 -2.1146  -0.68
2 C -1.1197 1.8903 -3.3356  -0.99
3 H -0.4641 0.0638 -2.2545  0.33
4 H 0.2827 1.5449 -1.6703  0.23
5 H -1.2704 1.3478 -1.2506  0.27
6 H -0.6955 2.8773 -3.4505  0.30
7 H -2.2020 2.0531 -3.3386  0.27
8 H -0.9246 1.2578 -4.2009  0.26
9 C 0.2349 -0.7240 1.1838  1.14
10 C -0.5485 -0.9410 2.5132  -1.42
11 C 1.1853 0.4822 1.1932  -1.31
12 C 0.9222 -2.0337 0.8633  -1.43
13 H -0.4381 -0.4129 0.3796  -0.11
14 H -1.0846 -0.0607 2.8530  0.37
15 H 0.1950 -1.2750 3.2370  0.34
16 H 2.0764 0.3798 1.8156  0.35
17 H 1.4249 0.5492 0.1291  0.26
18 H 0.8081 1.4739 1.4387  0.35
19 H 0.2333 -2.8848 0.8497  0.38
20 H 1.3489 -2.0181 -0.1432  0.35
21 H 1.6662 -2.3079 1.6122  0.36
22 H -1.2513 -1.7525 2.3225  0.38

=====

Arrangement 2

ORCA calculation (wB97M-V/def2-TZVPD) on 2 unconnected molecules or ions with the total composition C6H16.

Properties
Highest occupied orbital energy in eV: -10.890
Kohn-Sham gap in eV: 12.00
Structure (SMILES): CCC.CCC

Last column: Mulliken charge in e.
Positions of all 22 atoms, in Å:
1 C -1.1571 1.0699 -0.6717  0.63
2 C -1.2419 2.4374 0.0718  -1.27
3 C -2.4963 0.2565 -0.4717  -1.19
4 H -0.3858 0.5541 -0.1268  -0.50
5 H -1.0576 1.1024 -1.8031  0.33
6 H -2.2054 2.9110 0.0309  0.38
7 H -0.8784 2.3045 1.1146  0.34
8 H -2.1336 -0.7728 -0.3152  0.31
9 H -3.1072 0.3260 -1.3613  0.33
10 H -0.6042 3.1026 -0.5271  0.32
11 H -3.0089 0.5465 0.4450  0.32
12 C 2.0413 -0.9177 0.7136  -0.16
13 C 2.2266 -1.2341 -0.7862  -1.18
14 C 0.7313 -1.5818 1.1820  -0.88
15 H 2.8550 -1.0817 1.4064  0.38
16 H 1.8401 0.1578 0.5358  0.14
17 H 1.3827 -1.4794 -1.4045  0.30
18 H 2.7448 -2.1861 -1.0648  0.37
19 H -0.0313 -1.5463 0.4327  0.06
20 H 0.8807 -2.6194 1.4872  0.38
21 H 2.9374 -0.4833 -1.1371  0.34
22 H 0.2955 -0.9845 2.0377  0.26

=====

Relative to the most stable one, in kJ/mol, the structures come out at arrangement 1 0.0; arrangement 2 77.7.

=====

Arrangement 1

ORCA calculation (wB97M-V/def2-TZVPD) on 2 unconnected molecules or ions with the total composition C3H9OS.

Properties
Highest occupied orbital energy in eV: -2.575
Kohn-Sham gap in eV: 6.55
Total charge: -1

Last column: Mulliken charge in e.
Positions of all 14 atoms, in Å:
1 C 1.4254 2.0330 2.3534  -0.86
2 S 0.4348 1.9924 0.8513  -0.67
3 H 0.8062 1.9210 3.2552  0.21
4 H 2.0227 2.9410 2.5336  0.25
5 H 2.2188 1.2803 2.4587  0.23
6 C -0.9320 -0.6159 -1.0422  -0.12
7 O -0.4577 -1.0393 0.2091  -0.46
8 C -0.7672 -1.8271 -2.0117  -1.11
9 H -0.4408 0.2306 -1.5048  0.29
10 H -1.9840 -0.3304 -0.9696  0.20
11 H -0.1962 -0.1963 0.6537  0.14
12 H 0.2805 -2.1078 -2.0377  0.30
13 H -1.0439 -1.5992 -3.0524  0.34
14 H -1.3666 -2.6823 -1.6964  0.25

=====

Arrangement 2

ORCA calculation (wB97M-V/def2-TZVPD) on 2 unconnected molecules or ions with the total composition C3H9OS.

Properties
Highest occupied orbital energy in eV: -1.392
Kohn-Sham gap in eV: 5.18
Total charge: -1

Last column: Mulliken charge in e.
Positions of all 14 atoms, in Å:
1 C 1.6050 -0.8845 -1.8450  -0.45
2 O 1.1322 0.5812 -1.9516  -0.58
3 H 0.7603 -1.4452 -1.3812  0.22
4 H 2.5201 -0.8828 -1.3534  0.20
5 H 1.7227 -1.2369 -2.8744  0.20
6 C -0.4623 0.3484 2.3665  -0.84
7 S -0.9733 -0.8426 0.7874  -0.40
8 C -1.7604 0.4496 -0.0801  -0.73
9 H 0.6333 0.5813 2.1739  0.16
10 H -1.0754 1.2163 2.5290  0.35
11 H -0.4885 -0.3505 3.2146  0.23
12 H -2.8187 0.5510 -0.0468  0.17
13 H 0.3431 0.4781 -1.3174  0.34
14 H -1.1383 1.4364 -0.2215  0.12

=====

Relative to the most stable one, in kJ/mol, the structures come out at arrangement 1 0.0; arrangement 2 310.1.

=====

Arrangement 1

ORCA calculation (wB97M-V/def2-TZVPD) on a gas-phase ion, C4H10N3O (charge +1).

Properties
Highest occupied orbital energy in eV: -14.085
Kohn-Sham gap in eV: 11.00
Total charge: +1
Structure (SMILES): CN1C=N[N@H+](C)[C@H]1O

Last column: Mulliken charge in e.
Positions of all 18 atoms, in Å:
1 C 1.0369 0.5443 -1.0175  0.04
2 C -0.6800 -0.1700 0.2237  -0.08
3 C -0.6638 -0.9852 -2.0945  -0.86
4 C 0.9568 0.2856 2.2899  -0.66
5 N 1.3881 1.0761 0.0640  -0.78
6 N -0.1623 -0.0674 -1.0825  -0.09
7 N 0.3901 0.8334 1.0262  0.35
8 O -1.9605 0.0393 0.3012  -0.51
9 H 1.6548 0.3855 -1.8551  0.49
10 H -0.4176 -1.0927 0.6685  0.42
11 H -0.4211 -0.6224 -3.1472  0.36
12 H -0.4112 -2.0847 -1.9813  0.31
13 H -1.6947 -0.9129 -1.9948  0.33
14 H 0.8389 -0.8493 2.2268  0.26
15 H 2.0047 0.5528 2.2394  0.36
16 H 0.5418 0.6193 3.2643  0.31
17 H 0.0245 1.7307 1.2640  0.32
18 H -2.4253 0.7176 -0.3951  0.43

=====

Arrangement 2

ORCA calculation (wB97M-V/def2-TZVPD) on a gas-phase ion, C4H10N3O (charge +1).

Properties
Highest occupied orbital energy in eV: -14.189
Kohn-Sham gap in eV: 9.73
Total charge: +1
Structure (SMILES): CC(=[NH2+])C(=O)NCN

Last column: Mulliken charge in e.
Positions of all 18 atoms, in Å:
1 C 0.9080 1.1935 0.0635  0.32
2 C -1.5972 0.8421 -0.2898  -0.51
3 C 1.0487 -0.4182 0.1393  0.62
4 C 1.2379 -1.1528 -1.1564  -1.12
5 N -0.3798 1.5590 -0.1376  -0.16
6 N 1.1579 -0.8657 1.3590  -0.24
7 N -1.7172 -0.2930 0.6549  -0.54
8 O 1.8772 1.7178 0.4677  -0.47
9 H -2.5096 1.5152 -0.2413  0.37
10 H -1.5372 0.2681 -1.2450  0.31
11 H 2.1278 -0.8701 -1.6649  0.36
12 H 0.4857 -0.8320 -1.8779  0.28
13 H 1.2004 -2.2670 -1.0871  0.40
14 H -0.5225 2.5999 -0.3794  0.32
15 H 1.2913 -0.1291 2.0152  0.27
16 H 1.5198 -1.7964 1.6041  0.29
17 H -2.2851 0.0448 1.4392  0.25
18 H -2.3062 -1.1161 0.3366  0.26

=====

Relative to the most stable one, in kJ/mol, the structures come out at arrangement 1 127.1; arrangement 2 0.0.

=====

Arrangement 1

ORCA calculation (wB97M-V/def2-TZVPD) on 4 unconnected molecules or ions with the total composition C3H14NO4.

Properties
Highest occupied orbital energy in eV: -4.626
Kohn-Sham gap in eV: 8.54
Total charge: -1

Last column: Mulliken charge in e.
Positions of all 22 atoms, in Å:
1 C -1.7964 0.7537 1.6226  -0.61
2 C -1.2162 -0.0799 0.4653  -0.53
3 C 0.2977 -0.3630 0.6462  -0.48
4 O 0.9514 -0.6266 -0.5530  -0.83
5 N -1.5648 2.1832 1.5026  -0.63
6 H -1.2989 0.3946 2.5317  0.25
7 H -2.8614 0.5598 1.7639  0.35
8 H -1.8126 -0.9952 0.3594  0.33
9 H -1.4221 0.4543 -0.4692  0.31
10 H 0.3244 -1.2329 1.3267  0.25
11 H 0.7558 0.5550 1.0502  0.34
12 H -2.2606 2.7515 1.0337  0.23
13 H -0.7513 2.3621 0.9198  0.26
14 H 2.4962 -0.7584 0.2096  0.34
15 H 3.1420 -1.4014 1.4407  0.28
16 O 3.3256 -0.7565 0.7535  -0.71
17 H 0.5039 0.6392 -3.1223  0.29
18 H 0.9070 0.5633 -1.6349  0.40
19 O 0.6883 1.2234 -2.3816  -0.75
20 H 1.0093 -2.5610 -2.8834  0.29
21 H 0.3994 -1.5489 -1.8976  0.35
22 O 0.1832 -2.1164 -2.6840  -0.73

=====

Arrangement 2

ORCA calculation (wB97M-V/def2-TZVPD) on 4 unconnected molecules or ions with the total composition C3H14NO4.

Properties
Highest occupied orbital energy in eV: -4.424
Kohn-Sham gap in eV: 7.92
Total charge: -1

Last column: Mulliken charge in e.
Positions of all 22 atoms, in Å:
1 C -0.7786 -1.1338 -1.0860  -0.43
2 N -0.0282 0.0271 -0.5429  -0.29
3 C -0.4361 0.3458 0.8808  -0.34
4 O 0.4831 -0.1449 1.7509  -0.98
5 C -0.0503 -1.6404 -2.3445  -1.07
6 H -1.7837 -0.7943 -1.3399  0.32
7 H -0.9123 -1.8655 -0.2809  0.37
8 H 0.9073 -0.3387 -0.4084  0.14
9 H -0.3745 1.4503 0.8706  0.20
10 H -1.4694 -0.0021 1.0159  0.29
11 H 0.9432 -1.2082 -2.3492  0.35
12 H -0.0571 -2.7349 -2.3779  0.30
13 H -0.6323 -1.4146 -3.2414  0.25
14 H -0.8409 2.8787 -3.3453  0.30
15 H 0.0760 1.9427 -2.7950  0.35
16 O 0.0800 2.6274 -3.4942  -0.69
17 H 1.6224 1.1014 2.0591  0.41
18 H 1.2307 1.8560 3.2917  0.30
19 O 1.8503 1.9305 2.5321  -0.72
20 H 0.4628 -1.3012 4.3407  0.24
21 H 0.0339 -0.5941 2.9761  0.49
22 O -0.3266 -0.9872 3.8879  -0.79

=====

Relative to the most stable one, in kJ/mol, the structures come out at arrangement 1 0.0; arrangement 2 62.8.

=====

Arrangement 1

ORCA calculation (wB97M-V/def2-TZVPD) on a molecular structure, C4H5Cl3O.

Properties
Highest occupied orbital energy in eV: -10.443
Kohn-Sham gap in eV: 9.81

Last column: Mulliken charge in e.
Positions of all 13 atoms, in Å:
1 C 1.7400 0.2803 0.3124  -0.98
2 C 0.2262 0.8742 0.2559  0.53
3 C -0.7925 -0.0538 -0.5096  -0.40
4 C -1.4014 -1.4150 0.0985  0.07
5 H 1.4409 -0.5025 1.1087  0.30
6 H 2.5766 1.0261 0.5574  0.30
7 H 2.0294 -0.1266 -0.6047  0.33
8 H -1.7352 0.6341 -0.4739  0.43
9 H -0.9088 -2.5888 -0.5452  0.25
10 O -2.3400 -1.2536 1.0742  -0.43
11 Cl -0.6852 1.0244 1.8243  -0.10
12 Cl 0.2327 2.2880 -0.7269  -0.12
13 Cl -0.3826 -0.1868 -2.3710  -0.16

=====

Arrangement 2

ORCA calculation (wB97M-V/def2-TZVPD) on a molecular structure, C4H5Cl3O.

Properties
Highest occupied orbital energy in eV: -10.375
Kohn-Sham gap in eV: 10.55

Last column: Mulliken charge in e.
Positions of all 13 atoms, in Å:
1 C -1.4340 -0.6148 -0.5465  -0.90
2 C -0.6099 0.3294 0.4083  0.26
3 C 0.7494 0.8902 -0.0521  -0.12
4 C 1.7598 -0.3987 0.0685  0.19
5 H -0.9072 -0.3713 -1.7212  0.22
6 H -2.5411 -0.6562 -0.8082  0.33
7 H -1.0867 -1.7385 -0.2774  0.22
8 H 0.5251 1.1236 -1.0596  0.44
9 H 1.2199 -1.6690 0.0277  0.17
10 O 2.9592 -0.1436 0.4325  -0.47
11 Cl -1.7024 1.7644 0.5807  -0.17
12 Cl -0.4903 -0.4720 2.0093  -0.10
13 Cl 1.5580 1.9565 0.9380  -0.09

=====

Relative to the most stable one, in kJ/mol, the structures come out at arrangement 1 42.2; arrangement 2 0.0.